No. 1
Below is a gas-phase ion, C8H18N (charge +1), with properties calculated with ωB97M-V with the def2-TZVPD basis set.

Cartesian coordinates (Å):
C -0.457 -0.629 0.080
C -0.971 0.229 1.214
C -0.288 1.472 1.462
C -2.299 0.089 1.838
C -0.029 0.716 -2.000
C 1.107 -1.513 -1.884
C 1.953 0.383 -0.464
C 0.655 -0.241 -0.991
N -0.143 -1.121 1.338
H -1.167 -1.258 -0.490
H -0.277 1.761 2.561
H -0.695 2.241 0.663
H 0.767 1.404 1.144
H -2.218 0.340 2.892
H -2.659 -0.947 1.691
H -3.038 0.882 1.477
H 0.715 0.819 -2.846
H -0.277 1.634 -1.412
H -1.044 0.203 -2.310
H 1.867 -1.175 -2.593
H 1.382 -2.349 -1.209
H 0.098 -1.742 -2.420
H 2.803 -0.023 -1.062
H 1.962 0.091 0.493
H 1.914 1.501 -0.544
H -0.514 -1.971 1.654
H 0.852 -0.797 1.718

Results
- Largest force on an atom: 6.31 eV Å⁻¹
- Total charge: +1
- Energy relative to the best compared isomer or geometry (same formula, charge and spin): 63.5 kcal per mole
- Structure (SMILES): CC(C)(C)[C@H]1[NH2+]C1(C)C
- HOMO: -0.536 Eh
- Frontier orbital gap: 11.5 eV

Partial atomic charges computed with the Löwdin method, in multiples of e:
1. C -0.20
2. C -0.40
3. C -0.02
4. C -0.01
5. C -0.05
6. C -0.03
7. C -0.05
8. C -0.53
9. N 0.19
10. H 0.17
11. H 0.13
12. H 0.16
13. H 0.06
14. H 0.10
15. H 0.11
16. H 0.14
17. H 0.12
18. H 0.08
19. H 0.12
20. H 0.08
21. H 0.09
22. H 0.11
23. H 0.11
24. H 0.01
25. H 0.11
26. H 0.16
27. H 0.23

No. 2
Below is C10H8OS in the gas phase, with properties calculated with ωB97M-V with the def2-TZVPD basis set.

Cartesian coordinates (Å):
C 3.192 1.046 -0.862
C 2.777 -0.219 -0.598
C -2.416 0.208 -0.410
C -1.933 -0.189 0.824
C -1.685 1.116 -1.142
C -0.686 0.309 1.351
C -0.417 1.566 -0.651
C 0.110 1.176 0.579
C 1.989 -2.176 0.868
C 2.317 -1.156 0.175
O 2.442 2.095 -0.206
S 1.623 1.648 1.128
H 4.015 1.443 -1.558
H -3.335 -0.292 -0.720
H -2.606 -0.767 1.545
H -2.182 1.416 -2.061
H -0.362 -0.089 2.257
H 0.228 2.178 -1.313
H 1.151 -2.117 1.511
H 2.224 -3.121 0.416

Results
- Largest force on an atom: 4.15 eV Å⁻¹
- Energy relative to the best compared isomer or geometry (same formula, charge and spin): 113.9 kcal per mole
- Structure (SMILES): C=C=C=COSc1ccccc1
- HOMO: -0.302 Eh
- Frontier orbital gap: 8.5 eV

Partial atomic charges computed with the Löwdin method, in multiples of e:
1. C -0.13
2. C -0.04
3. C -0.13
4. C -0.08
5. C -0.07
6. C -0.10
7. C -0.07
8. C -0.58
9. C 0.02
10. C -0.15
11. O -0.49
12. S 1.03
13. H 0.14
14. H 0.10
15. H 0.12
16. H 0.10
17. H 0.07
18. H 0.11
19. H 0.05
20. H 0.07

No. 3
Below is C4H9N3O in the gas phase, with properties calculated with ωB97M-V with the def2-TZVPD basis set.

Cartesian coordinates (Å):
C -0.582 1.914 0.141
C -1.085 -0.445 0.351
O -1.774 -1.366 -0.437
N -0.511 0.592 -0.438
H -1.638 -2.241 -0.026
H -1.668 -0.103 1.210
H -0.293 2.645 -0.616
H 0.066 2.040 1.019
H -1.605 2.123 0.475
C 1.054 0.111 -0.750
C 0.321 -1.032 0.804
N 2.029 0.933 -0.682
N 0.487 -2.322 0.617
H 2.654 0.818 -1.483
H 0.832 -2.525 -0.327
H 0.994 -0.674 -1.514
H 0.720 -0.467 1.655

Results
- Largest force on an atom: 5.73 eV Å⁻¹
- Energy relative to the best compared isomer or geometry (same formula, charge and spin): 140.9 kcal per mole
- Structure (SMILES): [H]/N=C\[C@H](O)N(C)/C=N/[H]
- HOMO (alpha / beta): -0.300 / -0.300 Eh
- Frontier orbital gap (alpha / beta): 6.8 / 6.8 eV

Partial atomic charges computed with the Löwdin method, in multiples of e:
1. C -0.10
2. C -0.43
3. O -0.01
4. N -0.06
5. H 0.09
6. H 0.15
7. H 0.09
8. H 0.09
9. H 0.09
10. C -0.22
11. C -0.22
12. N 0.12
13. N 0.04
14. H 0.06
15. H 0.06
16. H 0.13
17. H 0.13

> energy relative to the best compared isomer or geometry (same formula, charge and spin) of number 2 (C10H8OS)?

113.9 kcal per mole

What did the second record say?
Below is C10H8OS in the gas phase, with properties calculated with ωB97M-V with the def2-TZVPD basis set.

Cartesian coordinates (Å):
C 3.192 1.046 -0.862
C 2.777 -0.219 -0.598
C -2.416 0.208 -0.410
C -1.933 -0.189 0.824
C -1.685 1.116 -1.142
C -0.686 0.309 1.351
C -0.417 1.566 -0.651
C 0.110 1.176 0.579
C 1.989 -2.176 0.868
C 2.317 -1.156 0.175
O 2.442 2.095 -0.206
S 1.623 1.648 1.128
H 4.015 1.443 -1.558
H -3.335 -0.292 -0.720
H -2.606 -0.767 1.545
H -2.182 1.416 -2.061
H -0.362 -0.089 2.257
H 0.228 2.178 -1.313
H 1.151 -2.117 1.511
H 2.224 -3.121 0.416

Results
- Largest force on an atom: 4.15 eV Å⁻¹
- Energy relative to the best compared isomer or geometry (same formula, charge and spin): 113.9 kcal per mole
- Structure (SMILES): C=C=C=COSc1ccccc1
- HOMO: -0.302 Eh
- Frontier orbital gap: 8.5 eV

Partial atomic charges computed with the Löwdin method, in multiples of e:
1. C -0.13
2. C -0.04
3. C -0.13
4. C -0.08
5. C -0.07
6. C -0.10
7. C -0.07
8. C -0.58
9. C 0.02
10. C -0.15
11. O -0.49
12. S 1.03
13. H 0.14
14. H 0.10
15. H 0.12
16. H 0.10
17. H 0.07
18. H 0.11
19. H 0.05
20. H 0.07

> What is the largest force on an atom in the third record?

5.73 eV Å⁻¹